Below is the ion C6H10N4OS2 with charge +2 at a distorted geometry, with properties calculated with the ωB97M-V functional and the def2-TZVPD basis.

Its total charge is +2. The HOMO energy (alpha / beta) is -14.3361 / -17.4879 eV. Its multiplicity is 3.

Atoms and positions in Å:
C 3.140 -0.696 0.752
C -1.124 -1.503 -1.164
C 1.101 -0.914 -0.075
C 1.502 0.466 0.048
C -2.816 -0.179 0.169
C 1.304 2.787 -0.194
N 2.732 0.532 0.553
N 0.126 -1.604 -0.734
N 2.227 -1.605 0.362
N -2.178 -0.639 -0.936
O 0.739 1.473 -0.277
S -2.017 -0.396 1.686
S -4.305 0.627 -0.135
H 4.092 -0.939 1.188
H -1.375 -2.236 -1.924
H 1.940 2.975 -1.060
H 1.905 2.886 0.710
H 0.467 3.481 -0.191
H 0.514 -2.495 -1.061
H 2.320 -2.607 0.461
H -2.740 -0.533 -1.784
H -2.944 0.155 2.479
H -4.610 0.963 1.128

---

Below is a cluster of 2 separate species, CCl6P in total at a distorted geometry, with properties calculated with the ωB97M-V functional and the def2-TZVPD basis.

Its total charge is +1. The HOMO energy is -14.1274 eV. The value obtained for the energy above the lowest of the compared OMol25 structures with the same formula, charge and spin is 179.3 kJ/mol.

Atoms and positions in Å:
C -1.712 0.631 0.832
P 1.343 -0.285 -1.284
Cl -1.214 2.145 0.284
Cl -1.831 0.134 2.474
Cl -2.293 -0.302 -0.413
Cl 0.511 -0.631 0.653
Cl 2.054 -2.116 -1.794
Cl 3.143 0.424 -0.752

---

Below is a structure of composition C50H26Cl5CrF5N7P2Se4 at a distorted geometry, with properties calculated with the ωB97M-V functional and the def2-TZVPD basis.

Its total charge is 0. The HOMO energy (alpha / beta) is -7.5378 / -7.5970 eV. The value obtained for the energy above the lowest of the compared OMol25 structures with the same formula, charge and spin is 51.5 kJ/mol. Its multiplicity is 4.

Atoms and positions in Å:
Cr 0.382 2.516 0.274
Se -1.845 -2.594 -3.263
P -1.551 -2.735 -1.197
C -3.054 -2.914 -0.185
C -3.274 -2.190 0.979
C -4.390 -2.458 1.750
C -5.278 -3.447 1.359
C -5.059 -4.174 0.198
C -3.946 -3.906 -0.577
C -0.606 -4.201 -0.685
C -0.383 -4.442 0.664
C 0.355 -5.545 1.045
C 0.814 -6.433 0.086
C 0.529 -6.228 -1.255
C -0.176 -5.104 -1.643
C -0.783 -1.245 -0.551
C 0.426 -0.768 -0.007
N 0.258 0.552 0.111
N -0.935 0.867 -0.338
N -1.579 -0.181 -0.736
P 2.015 -1.511 0.364
Se 3.652 -0.192 0.228
C 1.827 -2.303 1.988
C 0.625 -2.271 2.685
C 0.538 -2.878 3.924
C 1.656 -3.478 4.480
C 2.868 -3.460 3.809
C 2.956 -2.871 2.562
C 2.175 -2.747 -0.963
C 1.762 -2.409 -2.250
C 2.049 -3.250 -3.309
C 2.770 -4.413 -3.096
C 3.209 -4.732 -1.821
C 2.907 -3.909 -0.752
H -2.588 -1.415 1.288
H -4.559 -1.892 2.655
H -6.148 -3.651 1.964
H -5.752 -4.949 -0.098
H -3.751 -4.457 -1.490
H -0.789 -3.772 1.406
H 0.567 -5.706 2.092
H 1.395 -7.291 0.386
H 0.862 -6.938 -1.997
H -0.392 -4.913 -2.685
H -0.229 -1.748 2.276
H -0.401 -2.867 4.459
H 1.588 -3.945 5.451
H 3.750 -3.887 4.264
H 3.904 -2.814 2.044
H 1.221 -1.490 -2.439
H 1.716 -2.994 -4.304
H 2.995 -5.065 -3.926
H 3.805 -5.618 -1.658
H 3.239 -4.163 0.246
Se -0.407 6.871 -5.800
N -0.609 7.142 -4.079
C -0.232 6.063 -3.421
C -0.246 5.932 -1.988
C -0.581 6.963 -1.111
C -0.572 6.694 0.247
C -0.238 5.429 0.697
N 0.105 4.429 -0.113
C 0.122 4.688 -1.447
C 0.611 3.634 -2.278
N 1.053 2.540 -1.622
C 1.623 1.574 -2.333
C 1.690 1.589 -3.719
C 1.187 2.677 -4.409
C 0.679 3.752 -3.679
C 0.220 4.985 -4.255
N 0.200 5.245 -5.548
H -0.815 7.938 -1.503
H -0.822 7.459 0.963
H -0.233 5.207 1.759
H 2.068 0.764 -1.769
H 2.136 0.754 -4.237
H 1.195 2.721 -5.486
Cl 1.331 0.766 2.860
C 2.433 2.005 2.424
C 2.140 2.790 1.306
C 3.134 3.718 0.991
Cl 2.972 4.665 -0.437
C 4.289 3.907 1.744
Cl 5.443 5.101 1.310
C 4.513 3.112 2.863
Cl 5.922 3.335 3.806
C 3.585 2.128 3.192
Cl 3.870 1.089 4.524
F -6.738 3.462 0.613
C -5.468 3.281 0.988
C -5.154 3.035 2.327
F -6.134 2.953 3.234
C -3.831 2.869 2.701
F -3.526 2.627 3.980
C -2.779 2.922 1.777
Se -1.025 2.546 2.361
C -3.131 3.153 0.448
F -2.152 3.212 -0.497
C -4.445 3.336 0.046
F -4.726 3.570 -1.241

---

Below is an isolated molecule of CH2N4O at a distorted geometry, with properties calculated with the ωB97M-V functional and the def2-TZVPD basis.

Its total charge is 0. The HOMO energy is -10.2079 eV. The value obtained for the energy above the lowest of the compared OMol25 structures with the same formula, charge and spin is 55.8 kJ/mol. The structure (SMILES) is Oc1nn[nH]n1.

Atoms and positions in Å:
C 0.542 0.124 -0.343
H 2.379 -0.511 -0.698
H -2.274 0.693 0.504
N 0.299 -0.923 0.518
N -0.856 -0.745 1.043
N -1.326 0.297 0.404
N -0.484 0.922 -0.415
O 1.720 0.144 -1.013

---

Below is a structure of composition C2H5NO2S at a distorted geometry, with properties calculated with the ωB97M-V functional and the def2-TZVPD basis.

Its total charge is 0. The HOMO energy is -8.6716 eV. The value obtained for the energy above the lowest of the compared OMol25 structures with the same formula, charge and spin is 976.0 kJ/mol.

Atoms and positions in Å:
C 0.141 0.760 0.639
C -0.872 -0.135 0.121
H 0.695 2.817 -0.811
H 0.881 -0.122 1.376
H -0.225 1.617 1.372
H -1.001 -1.962 -0.834
H 1.370 -1.255 -1.318
N -0.426 -1.386 -0.049
O 0.911 1.242 -0.500
O 0.971 -1.576 0.101
S -2.447 0.000 -0.098

---

Below is the ion C5H12N with charge +1 at a distorted geometry, with properties calculated with the ωB97M-V functional and the def2-TZVPD basis.

Its total charge is +1. The HOMO energy is -13.0922 eV. The value obtained for the energy above the lowest of the compared OMol25 structures with the same formula, charge and spin is 132.3 kJ/mol. The structure (SMILES) is C=CCCC[NH3+].

Atoms and positions in Å:
C -0.252 1.633 -0.151
C 0.645 0.669 0.615
C 0.452 -0.788 0.155
C -0.561 -2.870 1.040
C -0.611 -1.562 0.881
N 0.163 1.785 -1.594
H -1.275 1.257 -0.209
H -0.411 2.619 0.281
H 0.354 0.826 1.651
H 1.685 0.939 0.417
H 0.103 -0.771 -0.880
H 1.412 -1.296 0.068
H 0.353 -3.425 0.847
H -1.282 -3.455 1.597
H -1.511 -0.999 1.125
H 0.432 0.867 -1.956
H 0.927 2.447 -1.738
H -0.624 2.126 -2.148

---

Below is a cluster of 2 separate species, C9H17ClNO2P in total at a distorted geometry, with properties calculated with the ωB97M-V functional and the def2-TZVPD basis.

Its total charge is 0. The HOMO energy is -6.5309 eV.

Atoms and positions in Å:
O 4.380 -1.815 -0.270
P 2.969 -1.366 -1.116
Cl 1.496 -2.552 -0.187
C 2.781 0.328 -0.619
C 1.425 0.682 0.037
C 0.312 0.945 -0.990
C -0.923 1.645 -0.376
C -1.697 0.712 0.571
N -2.811 -0.004 -0.055
C -3.853 -0.346 0.729
C -4.766 -1.031 -0.034
C -4.201 -1.070 -1.330
C -3.002 -0.422 -1.334
H 4.105 -2.184 0.590
H 2.844 0.891 -1.559
H 1.116 -0.086 0.756
H 1.580 1.587 0.645
H 0.725 1.627 -1.742
H 0.006 0.010 -1.473
H -1.550 2.126 -1.131
H -0.522 2.452 0.251
H -0.988 -0.035 0.948
H -2.043 1.263 1.445
H -3.954 -0.129 1.780
H -5.704 -1.469 0.264
H -4.665 -1.560 -2.176
H -2.301 -0.252 -2.133
O 4.942 -0.139 2.244
H 4.148 0.035 2.788
H 5.478 0.671 2.127
H 4.675 -0.512 1.350

---

Below is a cluster of 2 separate species, C4H8N2O in total at a distorted geometry, with properties calculated with the ωB97M-V functional and the def2-TZVPD basis.

Its total charge is 0. The HOMO energy is -8.5264 eV. The value obtained for the energy above the lowest of the compared OMol25 structures with the same formula, charge and spin is 173.8 kJ/mol. The structure (SMILES) is Cc1cnc[nH]1.O.

Atoms and positions in Å:
C 0.595 -1.158 -0.979
C -0.002 0.226 -0.666
C -1.310 0.677 -0.939
N -1.445 2.040 -0.674
C -0.241 2.428 -0.263
N 0.569 1.354 -0.099
H 1.452 -1.550 -0.391
H -0.072 -2.015 -0.757
H 0.847 -1.290 -2.064
H -2.094 0.158 -1.283
H 0.014 3.440 0.123
H 1.447 1.293 0.488
H 0.840 -1.649 2.323
H -0.605 -2.274 2.353
O 0.007 -1.680 2.829

---

Below is a cluster of 31 separate species, C9H78NO31 in total at a distorted geometry, with properties calculated with the ωB97M-V functional and the def2-TZVPD basis.

Its total charge is -1. The HOMO energy is -4.7264 eV.

Atoms and positions in Å:
C 0.451 -2.294 1.371
C 0.013 -0.845 1.083
C 1.338 -0.050 1.197
C 1.241 1.414 0.738
C 0.876 1.372 -0.753
C -0.438 0.608 -1.023
N -0.469 -0.659 -0.286
O -1.585 -1.456 -0.603
C -0.490 0.441 -2.558
C -1.612 1.521 -0.675
C -0.933 -0.312 2.190
H 1.359 -2.618 0.865
H -0.375 -2.975 1.171
H 0.653 -2.364 2.442
H 2.174 -0.582 0.744
H 1.570 0.073 2.260
H 2.247 1.795 0.926
H 0.496 1.994 1.281
H 1.664 0.924 -1.363
H 0.748 2.383 -1.157
H 0.210 -0.306 -2.938
H -0.160 1.362 -3.053
H -1.442 0.223 -3.039
H -2.595 1.055 -0.606
H -1.766 2.382 -1.331
H -1.426 1.924 0.327
H -0.322 -0.313 3.098
H -1.782 -0.985 2.314
H -1.285 0.712 2.067
O -4.327 -1.318 1.182
H -3.621 -1.164 0.531
H -4.118 -0.725 1.910
O 1.798 2.460 3.965
H 1.687 2.614 3.017
H 1.885 3.342 4.340
O -0.606 5.089 1.053
H -0.628 4.534 1.844
H -1.520 5.365 0.919
O 3.135 -0.821 -3.250
H 3.119 -0.032 -2.700
H 2.286 -1.264 -3.061
O 4.738 0.584 3.234
H 4.892 -0.057 2.532
H 4.489 1.395 2.776
O 2.240 0.718 6.021
H 2.067 0.993 5.099
H 2.401 1.540 6.489
O -2.913 3.563 -3.538
H -3.023 3.854 -4.451
H -1.962 3.454 -3.430
O 1.783 0.987 -5.772
H 2.359 1.147 -5.007
H 1.002 0.551 -5.397
O 2.134 -4.543 3.050
H 2.749 -3.955 2.540
H 1.338 -4.698 2.492
O 4.612 3.135 1.341
H 4.470 3.180 0.386
H 5.566 3.035 1.441
O -4.536 1.885 0.870
H -3.657 1.749 0.508
H -5.109 1.996 0.086
O 0.368 -3.423 -4.498
H 0.589 -3.018 -3.638
H -0.301 -4.084 -4.297
O -3.927 -2.872 -1.614
H -3.551 -3.477 -2.260
H -3.153 -2.447 -1.199
O -3.887 -0.191 -2.583
H -4.025 -1.123 -2.319
H -2.974 -0.014 -2.318
O 3.103 2.071 -3.455
H 3.409 2.805 -4.000
H 2.425 2.457 -2.882
O -3.073 -2.935 5.296
H -2.451 -3.422 4.716
H -2.836 -2.006 5.200
O 0.363 4.578 -3.075
H 0.289 4.760 -4.021
H -0.410 5.013 -2.684
O 1.374 5.527 -0.762
H 1.025 5.169 -1.598
H 0.685 5.298 -0.099
O 0.103 -5.543 1.442
H 0.155 -6.445 1.115
H -0.095 -5.014 0.648
O -5.800 2.071 -1.588
H -5.035 1.819 -2.128
H -6.368 2.571 -2.181
O 4.219 -0.751 0.050
H 4.979 -0.481 -0.475
H 3.494 -0.197 -0.279
O -0.413 -1.026 -5.642
H -1.377 -1.116 -5.454
H -0.043 -1.917 -5.481
O -1.437 -4.110 3.473
H -2.205 -3.967 2.900
H -0.776 -4.543 2.900
O 1.180 -2.292 -1.913
H 0.393 -1.881 -1.470
H 1.408 -3.041 -1.347
O -1.030 -4.254 -0.795
H -1.182 -3.287 -0.717
H -0.875 -4.393 -1.733
O 1.077 -2.841 5.260
H 0.117 -2.799 5.221
H 1.309 -3.587 4.681
O -2.990 -1.431 -4.968
H -3.717 -1.802 -5.477
H -3.417 -0.825 -4.327
O 2.288 4.659 2.033
H 1.775 5.016 1.303
H 3.022 4.194 1.601
O -2.429 1.069 5.016
H -1.795 0.752 4.363
H -3.241 1.211 4.516
O 3.949 -2.819 1.925
H 4.574 -2.606 2.625
H 4.053 -2.077 1.285

---

Below is a cluster of 2 separate species, C2H10NS2 in total at a distorted geometry, with properties calculated with the ωB97M-V functional and the def2-TZVPD basis.

Its total charge is 0. The HOMO energy (alpha / beta) is -3.1533 / -6.2124 eV. The value obtained for the energy above the lowest of the compared OMol25 structures with the same formula, charge and spin is 158.7 kJ/mol. Its multiplicity is 2.

Atoms and positions in Å:
C 0.851 3.039 1.352
N 1.388 1.662 0.859
H 0.543 3.034 2.413
H 0.079 3.438 0.671
H 1.657 3.791 1.224
H 2.313 1.718 0.369
H 1.279 1.069 1.680
H 0.631 1.265 0.175
C -2.034 -1.389 -1.200
S -0.825 -0.204 -0.551
S 0.687 -1.578 -0.016
H -3.029 -0.882 -1.198
H -1.632 -1.522 -2.272
H -2.126 -2.377 -0.624
H -0.125 -2.551 -0.287

---

Below is a structure of composition C18H16Br2CrN5O2, with properties calculated with the ωB97M-V functional and the def2-TZVPD basis.

Its total charge is +1. The HOMO energy (alpha / beta) is -11.3824 / -11.6752 eV. The value obtained for the energy above the lowest of the compared OMol25 structures with the same formula, charge and spin is 0.0 kJ/mol. Its multiplicity is 5.

Atoms and positions in Å:
Cr 0.357 -1.475 -0.739
C -3.815 0.339 -4.146
C -3.672 -0.180 -2.868
C -2.406 -0.456 -2.374
C -1.294 -0.192 -3.166
C -1.429 0.326 -4.453
C -2.696 0.586 -4.937
N -0.020 -0.453 -2.583
N 0.966 -0.032 -3.216
C 2.210 -0.252 -2.576
C 3.354 0.192 -3.204
C 4.568 -0.002 -2.557
C 4.584 -0.628 -1.322
C 3.385 -1.047 -0.763
N 2.220 -0.859 -1.382
H -4.803 0.549 -4.535
H -4.542 -0.375 -2.257
H -2.287 -0.873 -1.381
H -0.552 0.516 -5.054
H -2.816 0.983 -5.935
H 3.276 0.675 -4.167
H 5.488 0.332 -3.014
H 5.509 -0.795 -0.789
H 3.340 -1.547 0.196
Br -0.404 0.889 0.887
C -0.714 2.351 -0.343
Br 0.886 2.920 -1.235
H -1.092 3.177 0.243
H -1.428 2.013 -1.083
O 0.962 -2.434 0.850
N 0.108 -3.224 1.422
N -1.015 -3.229 0.855
O -1.250 -2.495 -0.220
C -2.082 -4.061 1.357
C -1.899 -4.782 2.529
C -2.938 -5.576 2.980
C -4.133 -5.644 2.274
C -4.291 -4.915 1.106
C -3.261 -4.113 0.635
H -0.967 -4.723 3.071
H -2.813 -6.144 3.892
H -4.938 -6.268 2.636
H -5.218 -4.969 0.552
H -3.363 -3.545 -0.276

---

Below is an isolated molecule of C4H5NO, with properties calculated with the ωB97M-V functional and the def2-TZVPD basis.

Its total charge is 0. The HOMO energy is -8.8133 eV. The value obtained for the energy above the lowest of the compared OMol25 structures with the same formula, charge and spin is 209.5 kJ/mol. The structure (SMILES) is C=C=C(N)C=O.

Atoms and positions in Å:
N -1.062 1.480 0.422
C -0.367 0.284 0.156
C -1.192 -0.962 0.104
O -0.753 -2.069 -0.093
C 1.991 -0.417 -0.658
C 0.891 0.093 -0.180
H -1.673 1.412 1.228
H -0.459 2.287 0.517
H -2.278 -0.794 0.256
H 2.756 -0.848 -0.017
H 2.146 -0.465 -1.734